(1)
The molecule C7H14, computed with wB97M-V/def2-TZVPD.

As for the highest occupied orbital energy: -7.86 eV. The value obtained for the energy relative to the best compared isomer or geometry (same formula, charge and spin) is 379.7 kJ/mol. Its LUMO energy is 0.5 eV.

```
21
Properties=species:S:1:pos:R:3:forces:R:3
C 0.22367 1.57796 1.93400 0.0 0.0 0.1
C -0.12797 1.53462 0.45428 0.0 0.1 0.0
C 0.80643 0.65062 -0.41142 0.0 -0.1 0.1
C -0.10384 -0.17909 -1.32817 -0.1 0.1 0.0
C 0.50897 -1.45856 -1.90778 0.0 -0.1 0.0
C -1.33789 -0.55169 -0.52479 0.2 -0.3 0.0
C -1.02374 -1.38190 0.67190 0.0 0.1 0.0
H 0.28274 0.56512 2.35332 0.0 0.2 -0.1
H 1.19419 2.05774 2.09728 -0.1 0.0 0.0
H -0.53317 2.13067 2.50071 0.2 0.0 -0.1
H -0.19288 2.54415 0.03619 0.1 0.0 0.1
H 1.52241 1.25745 -0.98208 -0.2 -0.1 0.1
H 1.40986 -0.01116 0.22487 -0.2 0.1 0.0
H -0.41534 0.45601 -2.16977 0.0 -0.1 0.1
H 0.91225 -2.09926 -1.11599 0.0 0.1 -0.1
H -0.25157 -2.03065 -2.45355 0.1 0.1 0.1
H 1.31758 -1.22645 -2.60763 -0.1 0.0 0.1
H -1.16363 1.15961 0.34874 0.1 0.1 0.1
H -1.68922 -1.14668 1.51089 0.0 -0.1 -0.2
H 0.01265 -1.47005 1.03561 -0.1 0.0 -0.1
H -1.35149 -2.37846 0.33339 0.0 0.0 0.0
```
Forces are in eV/Å.



(2)
A structure of composition C24H26BBrINO4RuSi, computed with wB97M-V/def2-TZVPD.

As for the highest occupied orbital energy (spin up / spin down): -8.03 / -9.04 eV. The value obtained for the energy relative to the best compared isomer or geometry (same formula, charge and spin) is 89.3 kJ/mol. Its LUMO energy (spin up / spin down) is 0.2 / -1.9 eV. As for the multiplicity: 5. As for the expectation value of S²: 6.017.

```
60
Properties=species:S:1:pos:R:3:forces:R:3
Ru 1.52564 -0.57799 0.67049 0.5 0.1 0.3
Br 7.70532 0.90219 -3.59198 0.1 0.0 0.0
C 6.19182 1.66981 -2.77358 -0.2 0.0 0.1
C 5.98902 3.04260 -2.85305 0.1 0.0 -0.1
N 4.94657 3.65688 -2.30775 0.0 0.0 0.0
C 4.06866 2.90721 -1.64951 -0.1 0.1 0.1
C 4.18940 1.53081 -1.52031 0.1 -0.1 -0.1
C 5.27600 0.88575 -2.09926 0.0 0.1 -0.1
C 3.16957 0.74232 -0.79513 -0.3 -0.3 0.0
O 2.29752 1.31816 -0.07272 0.1 0.3 0.0
O 3.15325 -0.51558 -0.88468 0.2 -0.1 -0.2
H 6.70381 3.66036 -3.38467 0.0 0.0 0.0
H 3.22397 3.41643 -1.20262 0.0 0.0 0.0
H 5.37660 -0.18727 -2.02055 0.0 0.0 0.0
C -4.41486 -3.13961 -0.17597 -0.1 0.0 0.0
C -4.05435 -1.80078 -0.27092 0.0 0.0 0.0
C -2.72166 -1.45632 -0.40208 0.0 0.1 -0.1
C -1.72040 -2.42895 -0.45137 -0.1 0.0 0.0
C -2.10444 -3.76514 -0.35923 0.1 -0.1 0.1
C -3.43986 -4.12127 -0.21788 0.0 0.0 0.0
Si 0.06487 -1.98195 -0.73108 0.0 0.2 0.3
C 0.30010 -1.03352 -2.32507 -0.1 0.0 -0.2
C 0.07465 0.34308 -2.40123 0.0 0.1 0.1
C 0.24108 1.03549 -3.59061 0.0 0.0 0.0
C 0.63908 0.35677 -4.73342 0.0 0.1 0.0
C 0.86621 -1.00968 -4.68184 0.0 0.0 0.0
C 0.70036 -1.69597 -3.48816 0.0 0.0 0.0
H -5.45690 -3.41392 -0.07219 0.0 0.0 0.0
H -4.81420 -1.03028 -0.24533 0.0 0.0 0.0
H -2.46150 -0.40582 -0.47826 0.0 0.0 0.0
H -1.35423 -4.54650 -0.39217 0.0 0.0 0.0
H -3.71504 -5.16511 -0.14566 0.0 0.0 0.0
H 0.85814 -3.23854 -0.75453 0.0 0.0 -0.1
H -0.21307 0.90108 -1.51422 0.0 0.0 0.0
H 0.06912 2.10320 -3.62146 0.0 0.0 0.0
H 0.77655 0.89462 -5.66276 0.0 0.0 0.0
H 1.18056 -1.54182 -5.57008 0.0 0.0 0.0
H 0.89994 -2.76087 -3.46405 0.0 0.0 0.0
C -2.19972 2.10873 1.79340 -0.1 0.0 0.0
C -1.29822 1.40084 2.78986 0.2 0.0 0.0
C -0.85414 2.33613 3.89442 0.0 0.0 0.0
O -0.09709 0.99041 2.03814 -0.5 -0.1 0.2
B -0.30426 -0.32596 1.70575 0.2 -0.1 -0.5
O -1.37540 -0.91118 2.27219 -0.1 0.1 0.2
C -1.86913 0.03298 3.27985 0.0 -0.1 0.0
C -1.29278 -0.42052 4.61224 0.0 0.0 0.0
C -3.38260 -0.05291 3.28950 0.0 0.0 0.1
H -1.65957 2.94438 1.35014 0.0 0.0 0.0
H -3.09570 2.49473 2.28095 0.0 0.0 0.0
H -2.51048 1.43738 0.99153 0.0 0.0 0.0
H -0.46040 3.25363 3.45884 0.0 0.0 0.0
H -0.07683 1.88432 4.50558 0.0 0.0 0.0
H -1.69499 2.60210 4.53765 0.0 0.0 0.0
H -0.20308 -0.38961 4.61148 0.0 0.0 0.0
H -1.60406 -1.44802 4.79504 0.0 0.0 0.0
H -1.65885 0.20142 5.42951 0.0 0.0 0.0
H -3.80790 0.10850 2.30143 0.0 0.0 0.0
H -3.80406 0.68397 3.97652 0.0 0.0 0.0
H -3.68493 -1.04208 3.63168 0.0 0.0 0.0
I 2.91688 -1.43909 2.68920 -0.1 -0.1 0.1
```
Forces are in eV/Å.